(1)
Molecular formula: C7H40NO12
Method: DFT, ωB97M-V/def2-TZVPD

Each line ends with the Mulliken charge.
Cartesian coordinates (Å):
C -0.66 2.11 0.26  -1.30
C -0.88 0.89 1.20  0.23
C -0.14 -0.41 0.67  -0.70
C -0.99 -1.70 0.83  -0.85
C -1.59 -1.43 -1.74  -0.37
C -1.60 -2.09 -0.57  0.94
C -2.26 -3.42 -0.69  -1.61
N -0.51 1.25 2.68  -0.03
H 0.27 2.63 0.29  0.28
H -1.66 2.76 0.38  0.20
H -0.87 1.77 -0.75  0.37
H -2.00 0.72 1.24  0.09
H 0.23 -0.23 -0.37  0.25
H 0.81 -0.55 1.22  0.44
H -0.45 -2.53 1.11  0.74
H -1.83 -1.43 1.48  0.24
H -1.74 -1.67 -2.79  0.31
H -1.19 -0.38 -1.78  -0.39
H -2.04 -4.13 0.07  0.43
H -3.45 -3.44 -0.64  0.16
H -2.13 -3.88 -1.62  0.45
H 0.27 1.80 2.82  0.29
H -1.36 1.69 2.95  0.36
H -0.41 0.46 3.24  0.47
H -4.16 0.94 -0.17  0.32
H -4.26 2.58 -0.31  0.31
O -4.73 1.69 -0.15  -0.65
H 3.35 0.77 -3.18  0.29
H 3.41 1.78 -2.04  0.30
O 2.78 1.12 -2.49  -0.57
H 1.26 -3.26 -2.16  0.30
H 2.06 -4.15 -2.95  0.32
O 1.99 -3.80 -2.09  -0.68
H 1.30 0.11 5.40  0.31
H 0.50 1.43 5.29  0.27
O 0.53 0.57 5.05  -0.60
H 3.60 -1.54 -2.99  0.23
H 3.73 -2.72 -2.36  0.36
O 4.19 -1.91 -2.41  -0.58
H 4.85 1.38 1.98  0.29
H 4.99 0.59 0.72  0.45
O 4.72 1.47 1.10  -0.68
H 0.57 -0.67 -2.75  0.27
H 0.69 -1.41 -3.99  0.27
O 0.64 -1.58 -3.05  -0.46
H 2.72 2.08 1.71  0.35
H 2.25 3.68 1.92  0.31
O 2.13 2.74 2.19  -0.66
H -0.15 2.99 -3.28  0.25
H -1.57 2.16 -3.39  0.32
O -0.54 2.22 -3.19  -0.56
H 4.79 -0.26 -1.07  0.32
H 4.86 -1.43 -0.20  0.29
O 5.23 -0.58 -0.30  -0.66
H -4.41 2.79 1.85  0.30
H -3.77 2.08 3.16  0.28
O -3.66 2.58 2.38  -0.56
H -5.17 -0.88 1.17  0.27
H -4.28 -1.46 0.15  0.29
O -4.25 -0.91 0.95  -0.57

Molar mass: 330.39 g/mol
Relative energy (zero: lowest compared OMol25 entry of this formula, charge and spin): 4.237 eV
HOMO-LUMO gap: 0.342 Ha
Total charge: +1

(2)
Molecular formula: C35H43ClCoP2Si2
Method: DFT, ωB97M-V/def2-TZVPD

Each line ends with the Mulliken charge.
Cartesian coordinates (Å):
C -1.34 -0.69 0.56  -0.43
C -2.13 -0.18 -0.53  -1.19
C -2.12 -1.16 -1.56  -0.86
H -2.68 0.75 -0.54  0.63
C -1.29 -2.25 -1.14  -0.45
C -0.80 -1.96 0.17  -1.19
H -0.20 -2.61 0.78  0.76
H -1.25 -0.25 1.54  1.00
H -2.74 -1.13 -2.45  0.77
H -1.09 -3.17 -1.68  0.65
Co -0.18 -0.50 -1.28  0.47
Si 3.14 1.82 -4.33  0.62
C 1.76 3.06 -4.56  0.36
C 1.83 4.10 -5.51  -0.59
H 2.73 4.23 -6.10  0.40
C 0.73 4.94 -5.72  -0.62
H 0.78 5.72 -6.48  0.41
C -0.44 4.79 -4.99  -0.99
H -1.31 5.43 -5.17  0.39
C -0.53 3.76 -4.04  0.16
H -1.47 3.59 -3.50  0.45
C 0.56 2.93 -3.81  1.23
H 0.48 2.17 -3.03  -1.32
C 1.22 -0.61 -3.82  2.30
C -0.20 -0.44 -3.46  -0.18
H -0.59 0.58 -3.35  1.22
C -1.02 -1.44 -4.20  0.45
H -2.09 -1.23 -4.37  0.66
C -0.54 -2.80 -4.19  -1.83
H -1.22 -3.63 -4.39  0.27
C 0.81 -3.02 -3.91  -0.59
H 1.16 -4.05 -3.75  0.36
C 1.72 -1.96 -3.82  -1.77
H 2.79 -2.13 -3.76  1.11
H 1.91 0.29 -3.79  -0.85
Si 0.24 -0.76 -5.38  -1.09
C 0.84 -1.84 -6.85  0.75
C -0.02 -1.95 -7.95  -0.36
H -0.92 -1.32 -7.99  0.31
C 0.25 -2.83 -9.00  -0.71
H -0.43 -2.90 -9.84  0.41
C 1.40 -3.64 -8.96  -0.56
H 1.60 -4.36 -9.75  0.39
C 2.29 -3.50 -7.89  -0.69
H 3.20 -4.12 -7.84  0.42
C 2.04 -2.56 -6.87  -0.28
H 2.79 -2.42 -6.09  0.31
C -0.22 0.78 -6.43  0.57
C -1.43 1.45 -6.30  -0.04
H -2.13 1.18 -5.50  0.26
C -1.77 2.46 -7.20  -0.75
H -2.73 2.97 -7.11  0.43
C -0.89 2.83 -8.23  -0.58
H -1.17 3.61 -8.95  0.40
C 0.35 2.20 -8.33  -0.95
H 1.05 2.48 -9.13  0.42
C 0.69 1.19 -7.42  -0.12
H 1.66 0.69 -7.51  0.43
H 4.00 2.08 -3.21  -0.29
Cl 4.24 1.58 -6.03  -0.30
C 2.93 -2.25 -0.95  -1.45
P 1.93 -0.88 -0.36  1.18
C 2.02 -1.21 1.45  -1.51
C 3.02 0.61 -0.54  -1.06
C 2.20 1.90 -0.53  -0.69
P 0.43 1.57 -0.11  0.76
C -0.56 3.02 -0.57  -1.09
C 0.52 1.79 1.72  -1.47
H 3.63 -1.92 -1.73  0.27
H 3.51 -2.69 -0.12  0.54
H 2.27 -3.03 -1.37  0.35
H 1.36 -0.55 2.03  0.34
H 1.73 -2.25 1.62  0.49
H 3.06 -1.06 1.76  0.51
H 3.76 0.59 0.28  0.58
H 3.56 0.51 -1.50  0.22
H 2.58 2.62 0.21  0.75
H 2.24 2.41 -1.51  0.02
H -1.60 2.72 -0.70  0.18
H -0.51 3.76 0.23  0.60
H -0.20 3.47 -1.50  0.16
H -0.22 1.18 2.24  0.24
H 1.52 1.56 2.10  0.41
H 0.30 2.85 1.93  0.50

Molar mass: 676.24 g/mol
Relative energy (zero: lowest compared OMol25 entry of this formula, charge and spin): 0.000 eV
HOMO-LUMO gap (alpha / beta): 0.222 / 0.254 Ha
Expectation value of S²: 6.146
Multiplicity: 5
Total charge: +1

(3)
Molecular formula: C12H14N6O3
Method: DFT, ωB97M-V/def2-TZVPD

Each line ends with the Mulliken charge.
Cartesian coordinates (Å):
C -4.09 2.26 -2.78  -0.60
O -3.17 3.38 -2.78  -0.38
C -1.89 3.03 -2.73  0.55
N -1.65 1.72 -2.57  -0.46
C -0.38 1.31 -2.46  -0.74
C 0.57 2.30 -2.65  0.77
C 0.23 3.71 -2.78  0.72
N 1.33 4.53 -2.84  -0.52
O 2.39 3.68 -2.83  -0.17
N 1.92 2.24 -2.73  0.73
O 2.76 1.37 -2.74  -0.66
N -1.03 4.07 -2.83  -0.57
H -5.06 2.76 -2.79  0.24
H -3.95 1.65 -3.68  0.30
H -3.96 1.64 -1.89  0.25
H -0.14 0.27 -2.29  0.63
C 1.03 -1.76 4.45  -1.05
N 1.16 -2.52 3.23  0.05
C 1.94 -3.72 3.39  -1.16
C 0.68 -2.08 2.02  1.18
C 1.30 -2.43 0.81  -0.46
C 0.93 -1.76 -0.37  -0.52
N -0.03 -0.82 -0.41  -0.29
C -0.78 -0.66 0.70  -0.49
C -0.41 -1.20 1.94  -0.75
H 0.59 -0.78 4.25  0.36
H 0.40 -2.30 5.17  0.31
H 2.02 -1.62 4.91  0.33
H 1.74 -4.42 2.57  0.39
H 3.01 -3.51 3.43  0.34
H 1.65 -4.19 4.34  0.34
H 2.15 -3.11 0.80  0.31
H 1.43 -2.04 -1.31  0.34
H -1.73 -0.11 0.62  0.35
H -0.95 -0.91 2.83  0.34

Molar mass: 290.28 g/mol
Relative energy (zero: lowest compared OMol25 entry of this formula, charge and spin): 4.582 eV
HOMO-LUMO gap: 0.264 Ha
SMILES: COc1ncc2c(no[n+]2[O-])n1.CN(C)c1ccncc1
Total charge: 0

(4)
Molecular formula: C36H94MgN9O14
Method: DFT, ωB97M-V/def2-TZVPD

Each line ends with the Mulliken charge.
Cartesian coordinates (Å):
Mg 1.11 -3.07 2.40  1.12
C 0.64 0.25 0.51  1.34
C 1.64 -0.87 0.14  3.35
O 1.44 -2.13 0.68  -0.28
H 0.88 1.05 -0.18  0.01
H 0.83 0.57 1.54  -1.35
H -0.42 -0.01 0.46  -0.94
H 2.60 -0.39 0.40  -0.44
H 1.58 -0.93 -0.96  -1.66
C 0.00 -2.10 -4.47  0.29
O -0.25 -1.43 -5.46  -0.70
N 0.28 -3.44 -4.56  -0.25
N 0.13 -1.61 -3.20  1.32
H 0.52 -4.01 -3.78  -0.01
H 0.06 -3.91 -5.42  0.23
H 0.08 -0.63 -3.03  -0.81
H 0.10 -2.23 -2.40  -0.05
C 5.52 -0.63 -0.41  0.55
O 5.30 0.47 0.12  -0.58
N 4.91 -1.78 0.01  0.09
N 6.29 -0.72 -1.52  -0.34
H 4.03 -1.77 0.49  -0.51
H 5.23 -2.63 -0.41  0.17
H 6.60 0.10 -2.01  0.25
H 6.51 -1.63 -1.85  0.14
C 3.01 -4.14 -1.40  -0.37
C 1.67 -4.84 -1.34  -0.58
O 0.64 -3.85 -1.35  -0.21
H 3.79 -4.82 -1.76  0.54
H 3.15 -3.69 -0.42  -0.35
H 3.02 -3.39 -2.20  0.21
H 1.55 -5.52 -0.50  0.24
H 1.52 -5.49 -2.21  0.44
H 1.04 -3.11 -0.85  -0.30
C -1.54 2.99 -1.44  -0.27
O -2.63 2.14 -1.69  -0.53
C -2.27 0.86 -2.17  0.56
C -3.57 0.13 -2.50  -0.59
N -3.35 -1.04 -3.31  -0.13
C -4.50 -1.97 -3.38  -0.62
C -4.02 -3.40 -3.24  -0.80
O -3.18 -3.54 -2.12  -0.14
C -2.48 -4.77 -2.18  -0.63
H -1.04 2.69 -0.51  -0.03
H -1.88 4.01 -1.26  0.44
H -0.87 3.02 -2.30  -0.02
H -1.74 0.25 -1.42  -0.71
H -1.63 0.99 -3.05  0.85
H -4.35 0.82 -2.84  0.38
H -3.93 -0.22 -1.51  0.08
H -2.66 -1.63 -2.84  -0.08
H -4.98 -1.85 -4.35  0.33
H -5.19 -1.69 -2.57  0.34
H -3.65 -3.82 -4.18  0.45
H -4.89 -4.07 -3.10  0.45
H -1.83 -5.02 -1.34  0.00
H -1.90 -4.80 -3.10  0.25
H -3.19 -5.61 -2.13  0.44
C 0.50 4.48 -9.97  -0.71
O 1.06 4.69 -8.69  -0.32
C 0.66 3.64 -7.79  -0.30
C 1.06 4.04 -6.40  -0.73
N 1.06 2.87 -5.51  -0.22
C 1.48 3.20 -4.16  -1.29
C 1.79 1.92 -3.40  0.94
O 2.90 1.27 -3.99  -0.56
C 3.26 0.08 -3.30  0.24
H 0.75 5.30 -10.64  0.25
H -0.59 4.40 -9.87  0.31
H 0.84 3.57 -10.47  0.28
H 1.19 2.77 -8.20  0.34
H -0.43 3.52 -7.81  0.31
H 0.39 4.73 -5.88  0.32
H 2.09 4.43 -6.43  0.26
H 1.73 2.18 -5.84  0.28
H 0.65 3.67 -3.63  0.22
H 2.38 3.83 -4.11  0.46
H 0.93 1.22 -3.49  -0.06
H 1.75 2.12 -2.32  0.03
H 3.77 -0.58 -3.99  0.36
H 2.35 -0.40 -2.90  -0.48
H 3.83 0.38 -2.41  -0.07
C -3.44 1.31 1.63  -0.30
O -4.64 0.96 2.25  -0.44
C -4.79 -0.41 2.56  0.17
C -6.10 -0.67 3.24  -1.06
N -6.05 -0.43 4.69  -0.39
C -7.42 -0.35 5.26  -0.57
C -7.36 0.29 6.64  -0.60
O -6.66 1.51 6.67  -0.35
C -7.47 2.65 6.47  -0.65
H -3.40 2.40 1.55  0.41
H -3.33 0.88 0.63  0.10
H -2.60 1.00 2.28  0.01
H -3.98 -0.74 3.23  0.01
H -4.77 -0.95 1.61  0.31
H -6.37 -1.73 3.15  0.39
H -6.85 -0.02 2.77  0.43
H -5.80 0.56 4.73  0.27
H -7.69 -1.40 5.41  0.37
H -8.13 0.21 4.62  0.30
H -6.81 -0.36 7.33  0.33
H -8.36 0.31 7.08  0.42
H -6.82 3.52 6.59  0.23
H -8.25 2.72 7.25  0.30
H -7.99 2.58 5.51  0.27
C 3.97 -4.29 2.32  -0.92
O 3.11 -3.22 2.67  -0.02
C 3.68 -2.23 3.51  -1.00
C 2.58 -1.19 3.82  0.52
N 1.26 -1.89 3.95  -0.36
C 0.08 -1.01 4.12  0.06
C -1.17 -1.63 3.47  0.12
O -0.81 -2.48 2.38  0.14
C -1.79 -2.67 1.37  0.09
H 4.96 -3.91 2.05  0.35
H 3.56 -4.83 1.47  0.25
H 4.11 -5.04 3.10  0.28
H 4.50 -1.71 3.02  0.39
H 4.06 -2.68 4.43  0.45
H 2.47 -0.49 2.99  -0.59
H 2.86 -0.65 4.72  0.50
H 1.45 -2.43 4.80  0.37
H 0.23 -0.06 3.61  -0.51
H -0.11 -0.91 5.19  0.57
H -1.92 -0.90 3.17  -0.68
H -1.70 -2.29 4.16  0.55
H -2.62 -3.31 1.71  0.52
H -1.29 -3.22 0.57  -0.54
H -2.23 -1.78 0.90  -0.02
C 4.20 3.41 -1.21  -0.55
O 3.04 3.26 -0.41  -0.22
C 3.27 3.14 0.97  -0.12
C 1.96 3.61 1.67  -0.59
N 2.00 3.61 3.12  -0.29
C 2.23 2.30 3.69  0.49
C 2.53 2.38 5.15  -1.02
O 3.78 3.06 5.31  -0.37
C 4.39 2.78 6.55  -0.77
H 3.93 3.92 -2.13  0.10
H 4.56 2.40 -1.44  0.03
H 5.02 3.92 -0.70  0.49
H 4.04 3.88 1.23  0.58
H 3.52 2.13 1.29  -0.05
H 1.11 3.07 1.25  -0.26
H 1.87 4.63 1.30  0.44
H 2.73 4.21 3.49  0.41
H 3.06 1.71 3.27  0.03
H 1.33 1.69 3.52  -0.01
H 2.50 1.42 5.68  0.35
H 1.86 2.99 5.77  0.51
H 4.88 1.81 6.45  0.26
H 3.69 2.78 7.39  0.33
H 5.20 3.47 6.79  0.26

Molar mass: 901.50 g/mol
Relative energy (zero: lowest compared OMol25 entry of this formula, charge and spin): 0.000 eV
HOMO-LUMO gap: 0.213 Ha
Total charge: +1

(5)
Molecular formula: C29H25ClIrN4O10P2
Method: DFT, ωB97M-V/def2-TZVPD

Each line ends with the Mulliken charge.
Cartesian coordinates (Å):
Ir 0.00 0.28 -0.15  2.44
Cl 1.79 1.68 6.86  -0.21
C 1.66 1.40 5.16  0.04
C 2.82 1.17 4.40  -0.46
C 2.74 0.95 3.05  -0.84
C 1.50 0.93 2.38  0.39
O 1.52 0.67 1.10  -0.65
C 0.34 1.16 3.15  0.96
C -0.96 1.27 2.57  -0.23
O -1.26 1.14 1.38  -0.96
C 0.44 1.40 4.54  -0.92
H 3.78 1.17 4.90  0.42
H 3.63 0.77 2.46  0.45
H -1.76 1.60 3.24  0.41
H -0.46 1.60 5.11  0.44
C 4.35 5.53 -11.95  -0.84
O 3.18 5.87 -11.21  -0.46
C 2.96 5.22 -10.06  0.90
C 1.80 5.59 -9.37  -0.60
C 1.47 4.98 -8.18  -0.54
C 2.30 3.99 -7.64  0.39
C 3.45 3.64 -8.32  -0.70
C 3.79 4.24 -9.53  -0.70
C 1.92 3.37 -6.37  0.32
N 0.86 3.70 -5.65  -0.84
C 0.90 2.88 -4.56  1.00
C 2.00 2.04 -4.60  0.04
N 2.64 2.37 -5.77  -0.10
C 2.29 1.07 -3.60  -0.35
C 3.37 0.16 -3.56  -0.42
C 3.48 -0.70 -2.50  -1.11
C 2.53 -0.68 -1.47  -0.15
N 1.51 0.16 -1.51  0.16
C 1.38 1.02 -2.54  0.83
C 0.25 1.91 -2.47  0.46
N -0.56 1.75 -1.38  -0.55
C -1.67 2.46 -1.28  0.08
C -2.00 3.41 -2.25  -1.12
C -1.19 3.61 -3.34  -0.46
C -0.03 2.83 -3.47  -0.15
H 4.34 6.17 -12.83  0.25
H 4.34 4.49 -12.25  0.34
H 5.25 5.74 -11.37  0.35
H 1.16 6.35 -9.80  0.43
H 0.58 5.26 -7.64  0.48
H 4.13 2.88 -7.94  0.22
H 4.69 3.94 -10.04  0.41
H 3.48 1.96 -6.13  0.19
H 4.10 0.14 -4.35  0.48
H 4.30 -1.40 -2.44  0.43
H 2.59 -1.34 -0.61  0.58
H -2.28 2.28 -0.40  0.62
H -2.91 3.98 -2.12  0.44
H -1.44 4.34 -4.10  0.63
C -3.67 -3.12 0.35  -1.79
C -2.59 -2.06 0.22  0.86
O -3.03 -0.78 0.65  -0.50
P -1.13 -2.48 1.24  0.25
O -1.69 -2.75 2.69  -0.56
O -0.63 -3.86 0.71  -0.52
O -0.10 -1.38 1.27  -0.34
P -1.93 -2.02 -1.50  0.11
O -3.23 -1.64 -2.35  -0.51
O -1.40 -3.38 -1.81  -0.82
O -0.93 -0.87 -1.62  -0.22
H -4.02 -3.17 1.39  0.43
H -3.31 -4.10 0.05  0.37
H -4.51 -2.86 -0.29  0.47
H -3.85 -0.58 0.17  0.38
H -1.05 -2.66 3.41  0.36
H -0.70 -3.90 -0.29  0.45
H -3.34 -2.20 -3.13  0.36

Molar mass: 879.15 g/mol
Relative energy (zero: lowest compared OMol25 entry of this formula, charge and spin): 0.267 eV
HOMO-LUMO gap: 0.252 Ha
Total charge: +1

(6)
Molecular formula: C3H6N2O
Method: DFT, ωB97M-V/def2-TZVPD

Each line ends with the Mulliken charge.
Cartesian coordinates (Å):
C 0.33 -0.50 -1.11  -0.65
C 0.12 0.14 0.24  1.06
C 1.09 -0.24 1.18  -1.15
O -0.24 1.49 0.17  -0.54
N -1.07 -0.91 -0.33  0.01
N -2.19 -0.41 -0.65  -0.61
H -0.09 1.88 1.04  0.32
H -2.24 0.58 -0.37  0.27
H 0.93 -1.40 -1.14  0.29
H 0.31 0.17 -1.98  0.28
H 1.22 -1.28 1.45  0.37
H 1.84 0.48 1.50  0.33

Molar mass: 86.09 g/mol
Relative energy (zero: lowest compared OMol25 entry of this formula, charge and spin): 6.959 eV
HOMO-LUMO gap (alpha / beta): 0.283 / 0.279 Ha
Total charge: 0

(7)
Molecular formula: C6H37NO12
Method: DFT, ωB97M-V/def2-TZVPD

Each line ends with the Mulliken charge.
Cartesian coordinates (Å):
C 1.02 2.98 -1.50  -1.08
C 0.93 1.74 -2.37  -0.29
N 0.98 0.52 -1.54  0.13
C -0.27 -0.31 -1.52  -0.13
C 0.11 -1.65 -0.92  -0.44
C -1.41 0.40 -0.74  1.25
C -2.78 -0.05 -1.27  -1.33
O -1.29 0.18 0.67  0.27
H 0.16 3.28 -0.88  0.13
H 1.77 3.02 -0.70  0.35
H 1.25 3.90 -2.05  0.41
H 1.84 1.64 -2.96  0.38
H 0.06 1.83 -3.02  0.29
H 1.08 0.69 -0.54  -0.21
H -0.58 -0.40 -2.56  0.53
H 0.68 -2.09 -1.76  0.44
H -0.74 -2.29 -0.71  -0.04
H 0.61 -1.41 0.01  -0.32
H -1.26 1.48 -0.86  -0.78
H -2.72 -1.05 -1.70  0.35
H -3.17 0.71 -1.94  0.38
H -3.36 -0.09 -0.34  0.28
H -1.08 1.00 1.13  -0.25
O 3.20 -2.45 0.27  -0.71
H 2.74 -1.96 0.97  0.33
H 2.89 -2.00 -0.52  0.34
O -2.58 -1.80 2.02  -0.73
H -1.96 -1.16 1.60  0.33
H -3.27 -1.24 2.39  0.29
O 1.41 2.41 2.15  -0.77
H 0.73 2.72 1.56  0.31
H 1.67 1.51 1.94  0.41
O 1.53 -1.23 2.86  -0.49
H 2.10 -1.01 3.60  0.27
H 0.86 -1.87 3.10  0.20
O -2.82 3.60 -1.82  -0.63
H -2.37 3.70 -0.99  0.30
H -2.68 2.69 -2.11  0.36
O -0.15 -2.56 -3.45  -0.66
H 0.02 -3.50 -3.33  0.30
H 0.70 -2.11 -3.59  0.42
O 2.11 -1.13 -3.64  -0.68
H 2.22 -0.76 -2.75  0.22
H 2.64 -0.63 -4.26  0.31
O -0.58 -3.88 1.73  -0.60
H -0.80 -3.44 2.55  0.29
H -1.28 -3.65 1.11  0.33
O 3.43 0.04 1.57  -0.55
H 4.38 -0.06 1.71  0.25
H 3.27 0.03 0.62  0.28
O -0.68 1.51 3.69  -0.72
H -0.50 0.58 3.56  0.31
H 0.15 2.01 3.53  0.36
O -2.75 1.95 2.07  -0.57
H -3.53 2.41 2.40  0.26
H -2.06 2.10 2.75  0.33

Molar mass: 315.36 g/mol
Relative energy (zero: lowest compared OMol25 entry of this formula, charge and spin): 2.911 eV
HOMO-LUMO gap: 0.346 Ha
SMILES: CCN[C@@H](C)[C@@H](C)O.O.O.O.O.O.O.O.O.O.O.O
Total charge: 0